(1)
The following is a DFT calculation (the ωB97M-V functional and the def2-TZVPD basis) of a structure of composition C11H20BrCrIN3O11P2.

ORCA input file:
```
! wB97M-V def2-TZVPD RIJCOSX def2/J DEFGRID3
* xyz 0 2
Cr 0.165 0.150 -0.388
N -1.049 -0.994 1.073
C -2.487 -0.855 1.313
C -2.714 0.605 1.723
O -2.593 0.956 2.871
O -2.989 1.390 0.714
H -0.812 -1.974 0.918
H -0.550 -0.708 1.917
H -2.818 -1.503 2.136
H -3.044 -1.086 0.403
C 4.875 -1.762 0.356
C 3.562 -1.044 0.136
O 3.743 0.190 -0.514
P 2.447 -1.994 -0.984
O 2.739 -3.540 -0.843
O 2.950 -1.765 -2.449
O 0.974 -1.747 -0.842
P 2.562 -0.812 1.664
O 1.977 -2.367 1.761
O 3.259 -0.487 2.909
O 1.422 0.064 1.205
H 5.328 -2.003 -0.606
H 4.715 -2.671 0.931
H 5.538 -1.109 0.922
H 3.524 0.930 0.077
H 2.352 -3.906 -0.047
H 3.034 -0.831 -2.685
H 2.141 -2.627 2.670
N -1.965 3.600 1.705
C -0.573 3.924 1.387
C 0.206 2.725 0.821
O 1.419 2.732 0.749
O -0.533 1.773 0.385
H -2.545 4.430 1.648
H -2.026 3.215 2.644
H -2.695 2.364 0.959
H -0.009 4.309 2.243
H -0.565 4.676 0.592
I -1.728 2.934 -2.012
C -2.242 0.913 -2.131
C -3.451 0.644 -2.756
C -3.824 -0.665 -2.990
C -2.930 -1.665 -2.624
C -1.761 -1.306 -1.992
N -1.413 -0.041 -1.697
H -4.071 1.466 -3.071
H -4.762 -0.893 -3.468
H -3.138 -2.706 -2.816
H -1.028 -2.055 -1.727
Br 1.385 1.127 -2.192
*
```

Its LUMO energy (alpha / beta) is -0.0368 / -0.0221 Eh. The calculation puts the molar mass at 691.043 g mol⁻¹. The HOMO-LUMO gap (alpha / beta) is 7.77 / 8.11 eV. The calculation puts the energy above the lowest of the compared OMol25 structures with the same formula, charge and spin at 27.3 kcal per mole. The value obtained for the total energy is -6022.2946 Eh. For the largest force on an atom, the calculation gives 1.8 eV Å⁻¹.

(2)
The following is a DFT calculation (the ωB97M-V functional and the def2-TZVPD basis) of an isolated molecule of C6H9N.

ORCA input file:
```
! wB97M-V def2-TZVPD RIJCOSX def2/J DEFGRID3
* xyz 0 1
C -1.850 0.907 0.553
C -0.922 -0.243 0.223
C 0.366 -0.150 0.420
C -1.551 -1.504 -0.323
C 1.662 -0.095 0.628
C 2.628 0.470 -0.337
N 2.285 1.288 -1.250
H -2.851 0.534 0.793
H -1.942 1.575 -0.310
H -1.487 1.499 1.396
H -0.836 -2.116 -0.874
H -2.388 -1.265 -0.986
H -1.949 -2.105 0.503
H 2.069 -0.485 1.561
H 3.666 0.138 -0.192
H 3.100 1.552 -1.807
*
```

Its LUMO energy is 0.0362 Eh. The calculation puts the molar mass at 95.145 g mol⁻¹. The HOMO-LUMO gap is 10.17 eV. The calculation puts the energy above the lowest of the compared OMol25 structures with the same formula, charge and spin at 49.7 kcal per mole. As for the SMILES: [H]/N=C/C=C=C(C)C. The value obtained for the total energy is -288.7028 Eh. For the largest force on an atom, the calculation gives 0.4 eV Å⁻¹.

(3)
The following is a DFT calculation (the ωB97M-V functional and the def2-TZVPD basis) of a structure of composition C35H40N7O2P2Zr.

ORCA input file:
```
! wB97M-V def2-TZVPD RIJCOSX def2/J DEFGRID3
* xyz 3 1
Zr 0.908 -0.625 1.396
N 3.029 -0.780 2.437
C 2.676 -1.355 3.766
C 2.107 -2.756 3.583
N 1.254 -2.851 2.346
C 1.916 -3.766 1.361
C 1.605 -3.374 -0.062
N 2.026 -1.957 -0.221
C -0.102 -3.382 2.668
C -0.877 -2.405 3.527
N -0.859 -1.054 2.894
H 3.746 -1.359 2.004
H 3.491 0.129 2.569
H 1.947 -0.683 4.226
H 3.540 -1.385 4.430
H 1.533 -3.032 4.466
H 2.911 -3.487 3.509
H 1.634 -4.802 1.561
H 2.994 -3.700 1.508
H 0.540 -3.436 -0.288
H 2.132 -4.033 -0.753
H 1.765 -1.618 -1.143
H 3.043 -1.903 -0.208
H -0.021 -4.349 3.171
H -0.624 -3.544 1.722
H -0.438 -2.315 4.519
H -1.897 -2.760 3.667
H -0.869 -0.336 3.616
H -1.714 -0.915 2.356
O -0.674 -1.147 0.136
P -1.455 -0.733 -1.152
C -0.458 0.423 -2.135
P 0.600 1.600 -1.224
O 1.252 0.754 -0.093
C -0.350 2.932 -0.549
C -0.334 4.177 -1.182
C -1.103 5.214 -0.675
C -1.869 5.018 0.463
C -1.883 3.781 1.103
C -1.131 2.739 0.597
C 1.834 2.191 -2.334
C 2.971 2.768 -1.755
C 3.948 3.311 -2.569
C 3.789 3.289 -3.951
C 2.659 2.724 -4.526
C 1.675 2.173 -3.721
C -2.980 0.027 -0.655
C -3.709 -0.614 0.356
C -4.929 -0.101 0.758
C -5.435 1.042 0.145
C -4.726 1.666 -0.870
C -3.498 1.162 -1.274
C -1.711 -2.187 -2.134
C -1.716 -2.131 -3.528
C -2.012 -3.270 -4.261
C -2.310 -4.457 -3.608
C -2.317 -4.516 -2.218
C -2.022 -3.384 -1.479
H -1.106 0.967 -2.826
H 0.219 -0.187 -2.743
H 0.280 4.341 -2.058
H -1.081 6.183 -1.155
H -2.449 5.836 0.867
H -2.482 3.640 1.993
H -1.160 1.774 1.094
H 3.089 2.794 -0.677
H 4.830 3.758 -2.131
H 4.553 3.720 -4.585
H 2.542 2.716 -5.601
H 0.792 1.747 -4.182
H -3.343 -1.534 0.800
H -5.500 -0.599 1.530
H -6.394 1.436 0.453
H -5.128 2.547 -1.351
H -2.962 1.671 -2.065
H -1.505 -1.208 -4.055
H -2.017 -3.229 -5.341
H -2.547 -5.342 -4.183
H -2.563 -5.442 -1.717
H -2.046 -3.429 -0.396
N 0.915 1.112 2.649
C 1.492 2.140 2.529
C 2.330 3.184 2.361
C 1.911 4.516 2.109
N 1.553 5.581 1.871
C 3.661 2.671 2.285
N 4.610 2.018 2.231
*
```

Its LUMO energy is -0.3203 Eh. The calculation puts the molar mass at 743.924 g mol⁻¹. The HOMO-LUMO gap is 7.41 eV. The calculation puts the energy above the lowest of the compared OMol25 structures with the same formula, charge and spin at 1.6 kcal per mole. The value obtained for the total energy is -2620.6175 Eh. For the largest force on an atom, the calculation gives 0.4 eV Å⁻¹.

(4)
The following is a DFT calculation (the ωB97M-V functional and the def2-TZVPD basis) of an isolated molecule of C4H5ClO.

ORCA input file:
```
! wB97M-V def2-TZVPD RIJCOSX def2/J DEFGRID3
* xyz 0 1
C -0.824 0.029 0.458
C 0.125 -1.082 -0.175
C 1.192 0.009 -0.165
C 0.142 1.077 -0.156
H -0.820 -0.066 1.569
H -0.195 -1.247 -1.208
H 0.310 -1.954 0.464
H 0.428 1.975 0.434
H -0.217 1.317 -1.175
O 2.363 -0.043 0.044
Cl -2.503 -0.016 -0.090
*
```

Its LUMO energy is 0.0328 Eh. The calculation puts the molar mass at 104.536 g mol⁻¹. The HOMO-LUMO gap is 10.73 eV. The calculation puts the energy above the lowest of the compared OMol25 structures with the same formula, charge and spin at 4.1 kcal per mole. As for the SMILES: O=C1CC(Cl)C1. The value obtained for the total energy is -690.8145 Eh. For the largest force on an atom, the calculation gives 1.8 eV Å⁻¹.